Entry 1:
Computed, not measured: a cluster of 2 separate species, C5H14INO in total at a distorted geometry, with ωB97M-V/def2-TZVPD.

Output
Spin multiplicity ... 2
Electronic energy ... -17042.286 eV
Frontier orbital gap (alpha / beta) ... 10.8 / 6.7 eV
Charge ... +1

Each line ends with the natural charge from an NBO analysis.
Positions of all 22 atoms, in Å:
I 0.2120 2.0852 -4.2549  0.020
C -0.1553 -1.6333 0.3759  -0.413
N 0.4503 -0.3794 -0.1787  -0.204
C 1.5452 0.0682 0.7909  -0.409
C 0.9849 -0.6530 -1.5713  -0.429
C -0.7243 0.6876 -0.2052  -0.234
C -1.7463 0.8059 1.0305  -0.078
O -1.0788 1.0329 2.2568  -0.729
H -1.1149 -1.8672 -0.0852  0.233
H -0.2662 -1.5241 1.4548  0.241
H 0.6331 -2.3431 0.1254  0.221
H 2.1316 0.8151 0.2559  0.229
H 2.1493 -0.8314 0.9084  0.222
H 1.0948 0.4066 1.7241  0.264
H 1.0064 0.2555 -2.1732  0.250
H 0.2376 -1.2653 -2.0760  0.228
H 1.8818 -1.2682 -1.4989  0.239
H -1.2863 0.5505 -1.1290  0.233
H -0.1529 1.6144 -0.2577  0.215
H -2.2919 -0.1318 1.1366  0.192
H -2.4669 1.6104 0.8840  0.218
H -1.0433 1.9642 2.4870  0.492

=====

Entry 2:
Computed, not measured: an isolated molecule of C5H14N2 at a distorted geometry, with ωB97M-V/def2-TZVPD.

Output
Spin multiplicity ... 1
Electronic energy ... -8390.430 eV
Frontier orbital gap ... 9.8 eV
SMILES string ... CCCNCCN

Each line ends with the natural charge from an NBO analysis.
Positions of all 21 atoms, in Å:
N 0.8213 -1.1367 3.2553  -0.832
C -0.2645 -0.3094 2.8120  -0.222
C -0.6212 -0.5864 1.3132  -0.225
N 0.3235 0.1422 0.3463  -0.639
C -0.2408 0.0801 -1.0393  -0.209
C 0.4303 1.1229 -1.9376  -0.419
C 0.0818 0.8614 -3.3675  -0.629
H 0.9895 -0.9554 4.1652  0.358
H 0.6902 -2.1679 3.0202  0.362
H -0.0110 0.7478 2.8728  0.205
H -1.4042 -0.3682 3.1837  0.144
H -1.6361 -0.1289 1.2135  0.184
H -0.7246 -1.6528 1.0257  0.165
H 1.1940 -0.3387 0.4608  0.354
H -0.0689 -0.9187 -1.3949  0.170
H -1.3691 0.2051 -0.9062  0.187
H 0.3146 2.1917 -1.6074  0.214
H 1.4969 0.9107 -1.9588  0.200
H -0.1380 1.6999 -4.0223  0.218
H 0.9989 0.2737 -3.7237  0.204
H -0.8626 0.3275 -3.7108  0.210

=====

Entry 3:
Computed, not measured: an isolated molecule of C5H14N2 at a distorted geometry, with ωB97M-V/def2-TZVPD.

Output
Spin multiplicity ... 1
Electronic energy ... -8391.237 eV
Frontier orbital gap ... 10.0 eV
SMILES string ... CCNCCCN

Each line ends with the natural charge from an NBO analysis.
Positions of all 21 atoms, in Å:
C -0.3558 0.3872 2.3782  -0.232
N -0.7452 -0.0847 1.0325  -0.616
C -0.6029 0.7564 -0.1912  -0.236
C -1.0391 -0.1362 -1.3727  -0.411
C 0.1395 -1.0918 -1.8367  -0.216
N 1.0407 -0.3635 -2.7706  -0.831
C 1.1250 0.4846 2.6856  -0.645
H -0.7054 -0.3300 3.1594  0.193
H -0.9996 1.2584 2.5359  0.197
H -0.0937 -0.8481 0.8508  0.327
H -1.3840 1.5100 -0.0638  0.196
H 0.3741 1.2320 -0.2742  0.166
H -1.8420 -0.8222 -1.0666  0.222
H -1.4065 0.4392 -2.2241  0.214
H 0.5583 -1.3931 -0.8739  0.151
H -0.3348 -1.9146 -2.3815  0.192
H 1.2970 0.4675 -2.2489  0.345
H 1.8664 -0.9187 -2.9552  0.356
H 1.7014 0.7007 1.7339  0.196
H 1.4446 1.3151 3.2986  0.221
H 1.6172 -0.3944 3.0892  0.210

=====

Entry 4:
Computed, not measured: an isolated molecule of C5H14N2 at a distorted geometry, with ωB97M-V/def2-TZVPD.

Output
Spin multiplicity ... 1
Electronic energy ... -8389.674 eV
Frontier orbital gap ... 9.4 eV
SMILES string ... CNC[C@H](C)NC

Each line ends with the natural charge from an NBO analysis.
Positions of all 21 atoms, in Å:
C -0.0212 2.1365 0.7775  -0.437
N -1.0685 1.0071 0.5391  -0.629
C -1.5776 -1.3615 1.5859  -0.641
C -0.5606 -0.3026 0.9164  -0.057
C 0.3275 -0.9038 -0.2184  -0.250
N 1.2335 -0.0209 -0.8582  -0.645
C 1.3090 -0.1465 -2.3163  -0.402
H -0.0369 2.8801 -0.1080  0.203
H -0.3782 2.7638 1.6488  0.203
H 1.0626 1.7457 0.7850  0.194
H -1.1811 0.7228 -0.4382  0.345
H -1.3211 -1.8003 2.6140  0.220
H -1.7175 -2.1590 0.8474  0.199
H -2.6042 -0.8762 1.8878  0.231
H 0.1131 0.0409 1.6858  0.173
H -0.4159 -1.3654 -0.9054  0.184
H 0.7215 -1.8088 0.2465  0.184
H 2.1331 0.0482 -0.4817  0.369
H 0.4179 0.2538 -2.9987  0.187
H 1.3321 -1.2126 -2.7175  0.166
H 2.2326 0.3586 -2.4917  0.200

=====

Entry 5:
Computed, not measured: an isolated molecule of C5H14N2 at a distorted geometry, with ωB97M-V/def2-TZVPD.

Output
Spin multiplicity ... 1
Electronic energy ... -8390.913 eV
Frontier orbital gap ... 9.8 eV
SMILES string ... C[C@H](N)CN(C)C

Each line ends with the natural charge from an NBO analysis.
Positions of all 21 atoms, in Å:
N -0.0326 0.5854 -2.5493  -0.865
C -0.3782 0.6273 -1.1322  -0.050
C -1.9335 0.5316 -0.9847  -0.629
C 0.2157 -0.5130 -0.3467  -0.236
N 0.2281 -0.2041 1.1108  -0.426
C 1.3818 0.6712 1.3565  -0.443
C 0.4146 -1.4277 1.9111  -0.440
H -0.0057 -0.3150 -3.0104  0.358
H -0.5236 1.1896 -3.1878  0.365
H -0.0384 1.5861 -0.7272  0.188
H -2.0170 0.5472 0.1203  0.217
H -2.4898 1.3911 -1.3598  0.207
H -2.2523 -0.4503 -1.3065  0.199
H -0.2549 -1.4894 -0.5461  0.198
H 1.2624 -0.6854 -0.6534  0.181
H 1.3914 1.4736 0.6339  0.204
H 2.4056 0.2874 1.5359  0.178
H 1.3511 1.0893 2.3688  0.198
H -0.4588 -2.0677 1.8260  0.214
H 1.4381 -1.7925 1.9959  0.184
H 0.2961 -1.0346 2.9449  0.196

=====

Entry 6:
Computed, not measured: an isolated molecule of C5H14N2 at a distorted geometry, with ωB97M-V/def2-TZVPD.

Output
Spin multiplicity ... 1
Electronic energy ... -8391.926 eV
Frontier orbital gap ... 10.1 eV
SMILES string ... CCC[C@@H](N)CN

Each line ends with the natural charge from an NBO analysis.
Positions of all 21 atoms, in Å:
N 0.8642 -0.2896 2.0337  -0.863
C 0.3659 -0.1694 0.6186  -0.063
C -1.1696 -0.0276 0.5599  -0.422
C -1.5667 1.1430 -0.3298  -0.396
C -1.0543 1.0931 -1.7918  -0.612
C 1.0236 -1.3247 -0.0893  -0.224
N 2.4684 -1.2610 -0.2456  -0.833
H 0.3189 -0.9769 2.5513  0.346
H 0.8218 0.5416 2.6208  0.358
H 0.8149 0.7713 0.2792  0.183
H -1.4922 -0.9642 0.0949  0.202
H -1.5561 0.0406 1.5691  0.214
H -1.3530 2.1567 0.0015  0.201
H -2.6584 1.2050 -0.4289  0.203
H 0.0200 1.1189 -1.9566  0.200
H -1.4468 0.2283 -2.3301  0.202
H -1.4447 1.9988 -2.2570  0.210
H 0.8576 -2.2938 0.3921  0.193
H 0.5641 -1.3605 -1.0954  0.183
H 2.7420 -0.5159 -0.8712  0.348
H 2.8803 -1.1136 0.6748  0.369

=====

What is the spin multiplicity in the third record? 1